Entry 1:
DFT (ωB97M-V/def2-TZVPD) results for one molecule with the formula C5H11N in a non-equilibrium geometry.

Last column: Mulliken charge in e.
CARTESIAN COORDINATES (ANGSTROEM)
1 C 2.441 -0.228 0.089  -0.8219
2 N 1.235 0.459 -0.413  -0.4119
3 C 0.018 0.138 0.190  0.1103
4 C -0.862 -1.021 -0.309  -0.8417
5 C -2.084 -0.237 0.082  -0.2787
6 C -1.219 1.036 -0.095  -0.9229
7 H 2.441 -1.327 -0.272  0.2411
8 H 3.277 0.314 -0.389  0.3297
9 H 2.563 -0.287 1.152  0.3300
10 H 1.344 1.464 -0.199  0.2634
11 H 0.098 0.078 1.319  0.2382
12 H -0.755 -2.025 0.125  0.3124
13 H -0.678 -1.098 -1.372  0.2956
14 H -2.240 -0.344 1.235  0.1909
15 H -3.099 -0.257 -0.454  0.3016
16 H -1.346 2.000 0.441  0.3459
17 H -1.132 1.337 -1.130  0.3180

Output
relative energy (zero: lowest compared OMol25 entry of this formula, charge and spin): 35.92 kcal/mol
gap between HOMO and LUMO: 0.3718 Eh
DFT total energy: -6851.971 eV
SMILES: CNC1CCC1

=====

Entry 2:
DFT (ωB97M-V/def2-TZVPD) results for one molecule with the formula C5H11N in a non-equilibrium geometry.

Last column: Mulliken charge in e.
CARTESIAN COORDINATES (ANGSTROEM)
1 C -0.657 -1.824 -0.449  -1.1941
2 C -0.992 -0.460 -1.134  -0.3906
3 C -0.648 0.707 -0.331  -0.5840
4 N 0.784 0.856 -0.190  -0.3228
5 C 1.377 0.210 0.960  -0.3613
6 C 1.177 1.689 0.956  -0.4141
7 H -1.081 -2.616 -1.041  0.3776
8 H -1.127 -1.876 0.557  0.2817
9 H 0.387 -1.947 -0.387  0.3250
10 H -0.575 -0.422 -2.167  0.3053
11 H -2.098 -0.440 -1.289  0.3203
12 H -1.114 0.694 0.664  0.3985
13 H -0.970 1.639 -0.823  0.3122
14 H 2.367 -0.234 0.801  0.2214
15 H 0.738 -0.410 1.579  0.2355
16 H 0.371 2.146 1.534  0.2464
17 H 2.061 2.289 0.759  0.2430

Output
relative energy (zero: lowest compared OMol25 entry of this formula, charge and spin): 33.70 kcal/mol
gap between HOMO and LUMO: 0.3805 Eh
DFT total energy: -6852.067 eV
SMILES: CCCN1CC1